1.
56
Properties=species:S:1:pos:R:3:forces:R:3:mulliken_charge:R:1 method="wB97M-V/def2-TZVPD" de_lowest_kj_mol=55.6 charge=+2 gap_ev=7.4010 homo_ev=-13.076
Y -0.3699 -1.1126 -0.1553 1.104 -0.162 -1.126 1.521
Br -2.1536 2.5051 2.6471 -0.011 -0.004 0.145 -0.118
C -1.7596 0.7672 3.2823 0.030 -0.220 -0.626 -0.178
C -1.7343 0.5026 4.6564 -0.002 -0.113 0.262 -0.412
C -1.4647 -0.7611 5.1072 -0.047 0.136 0.247 -0.215
Br -1.4741 -1.0911 6.9675 -0.007 0.024 -0.160 -0.158
C -1.1662 -1.8055 4.1990 -0.005 0.024 -0.219 0.935
C -0.8981 -3.1431 4.5593 0.034 -0.067 -0.103 -0.609
C -0.6059 -4.0627 3.5869 0.000 -0.053 0.113 -0.987
C -0.5248 -3.6513 2.2525 0.078 0.107 -0.142 -0.031
N -0.7636 -2.4107 1.8663 0.042 0.019 0.066 -0.306
C -1.1423 -1.5000 2.8190 -0.030 0.094 0.099 0.490
C -1.5078 -0.2100 2.3375 -0.294 0.416 0.760 0.014
O -1.5775 0.0086 1.0279 -0.778 0.623 0.809 -0.484
H -1.9443 1.2961 5.3600 -0.003 0.002 -0.014 0.469
H -0.9322 -3.4320 5.6011 0.000 0.010 -0.003 0.372
H -0.4148 -5.0966 3.8354 -0.001 0.008 0.003 0.411
H -0.2487 -4.3543 1.4752 0.008 -0.011 0.010 0.503
N -3.4285 1.3712 -1.8800 0.022 -0.096 0.098 0.076
C -1.9289 1.3543 -1.9000 0.534 0.248 -0.091 0.949
C -1.4092 1.0785 -3.2999 -0.016 -0.095 0.068 -1.256
C 0.1106 0.8984 -3.2610 -0.009 0.140 0.007 -0.041
N 0.4480 -0.3901 -2.5941 0.003 0.021 0.020 -0.487
C 0.7923 2.0776 -2.5683 -0.062 -0.139 0.160 -1.386
C 0.1967 2.4282 -1.2054 -0.029 0.021 -0.210 -0.108
N 0.5440 1.3848 -0.1987 0.038 -0.003 0.155 -0.400
C -1.3234 2.6100 -1.3028 -0.004 -0.078 0.061 -1.057
H -3.7807 0.4594 -2.1953 -0.030 0.002 -0.024 0.441
H -3.8076 2.0992 -2.4881 -0.063 0.023 -0.012 0.390
H -3.7676 1.5273 -0.9265 -0.049 0.017 0.013 0.416
H -1.6736 0.5271 -1.2512 -0.349 0.107 -0.124 -0.841
H -1.6450 1.9154 -3.9632 -0.023 0.001 0.000 0.446
H -1.8710 0.1739 -3.7039 -0.029 0.034 -0.039 0.383
H 0.4638 0.8722 -4.2943 -0.013 -0.037 0.000 0.400
H 1.4522 -0.5197 -2.6988 0.039 -0.036 0.031 0.287
H 0.0295 -1.1294 -3.1532 0.025 -0.093 -0.011 0.292
H 0.7037 2.9512 -3.2162 0.047 0.010 -0.011 0.486
H 1.8612 1.8738 -2.4576 0.014 0.053 -0.064 0.436
H 0.6127 3.3859 -0.8853 0.020 -0.017 0.012 0.392
H 0.1414 1.6908 0.6876 0.039 -0.058 0.056 0.202
H 1.5526 1.4398 -0.0745 0.044 0.009 0.051 0.326
H -1.5209 3.4765 -1.9397 -0.038 0.021 0.033 0.465
H -1.7332 2.8037 -0.3085 -0.021 0.021 0.002 0.143
C -0.7974 -5.8251 -4.5002 -0.009 -0.102 -0.050 -1.220
C -0.5214 -4.9397 -3.3381 0.016 0.208 0.226 0.863
C 0.6033 -5.0997 -2.5138 -0.004 0.003 -0.014 -0.873
C 0.8057 -4.1652 -1.5328 0.115 0.027 0.017 -0.356
N -0.0486 -3.1474 -1.3079 -0.123 -0.799 -0.461 0.113
C -1.1686 -3.1338 -2.0842 0.385 -0.190 0.166 0.310
S -2.3503 -1.9302 -1.6666 -0.484 -0.001 0.019 -0.481
N -1.3931 -3.9590 -3.0910 -0.117 -0.073 -0.210 -0.503
H -0.8950 -6.8615 -4.1707 -0.005 0.012 0.005 0.344
H 0.0278 -5.7965 -5.2140 0.023 0.018 0.037 0.336
H -1.7131 -5.5139 -4.9930 -0.011 -0.025 -0.005 0.338
H 1.3019 -5.9114 -2.6558 0.001 0.010 -0.032 0.413
H 1.6829 -4.2098 -0.8971 0.004 0.002 0.002 0.544

---

2.
60
Properties=species:S:1:pos:R:3:forces:R:3:mulliken_charge:R:1 method="wB97M-V/def2-TZVPD" de_lowest_kj_mol=29.6 charge=-1 gap_ev=6.5732 homo_ev=-4.865
O -0.2370 -3.7396 0.7315 -0.139 0.089 0.106 -0.607
O -1.8729 3.1303 2.6908 0.141 0.010 -0.273 -0.668
O 0.6339 5.4981 -1.3312 -0.216 -0.812 -0.565 -0.801
O -1.2282 1.3080 -0.4367 0.127 0.127 0.243 -0.708
O -0.9203 -5.1493 -3.1891 -0.168 1.583 1.508 -0.772
O 0.7198 -5.4440 -1.4470 -1.403 2.380 -0.003 -0.679
O 1.3644 6.8662 0.2539 0.452 -0.496 0.111 -0.765
Br -1.4544 -3.7975 6.8476 -0.117 -0.020 -0.969 -0.112
N -3.4379 -4.3247 3.2182 0.629 0.260 1.466 -0.660
S -0.9248 -3.7521 3.6634 -0.653 -0.182 -0.685 0.022
C -1.3412 -4.0907 0.3677 1.466 0.794 1.963 0.700
C -0.9112 2.3771 2.7560 -1.392 0.383 0.750 0.789
C 1.3158 5.7527 -0.3091 -0.363 1.300 0.493 0.542
C -0.8463 2.4792 -0.4801 -0.448 -1.156 0.001 -0.148
C -2.3016 -4.0981 2.6160 -0.829 -0.243 0.880 0.455
C -3.2680 -4.2313 4.5958 0.779 0.130 0.033 -0.472
C -1.9969 -3.9487 5.0214 -0.823 -0.163 -0.117 0.181
C -0.1435 -0.6603 -3.2706 0.372 -0.307 0.261 -0.506
C 1.1791 -0.3005 -3.0018 -0.290 -0.557 0.162 -0.336
C -0.5982 -1.9440 -2.9632 -0.112 -0.246 0.072 -0.559
C 1.5945 -2.5064 -2.0994 -0.268 -0.176 0.020 -0.347
C 2.0610 -1.2229 -2.4209 -0.350 -0.309 -0.332 0.608
C 0.2696 -2.8750 -2.3743 0.036 0.407 0.406 -0.149
N -2.3796 -4.2224 1.2478 0.418 0.037 -1.047 -0.162
N -1.1755 3.2975 -1.4871 0.172 0.772 -0.281 0.052
N 0.0723 2.3407 1.8632 0.708 0.244 -1.428 -0.076
N -1.6198 -4.3701 -0.9264 -0.071 -0.115 -1.100 -0.329
C -0.7812 1.4142 3.9109 0.072 0.058 -0.015 -1.222
C -2.0921 2.9676 -2.5728 0.407 -0.109 0.655 -1.022
C 3.5603 0.1198 -0.9466 0.178 0.102 0.011 -0.719
C 2.1253 4.6060 0.3224 -0.197 -0.625 0.152 -1.153
C 3.4899 -0.8329 -2.1373 -0.093 -0.045 0.168 -0.985
C 1.5167 3.2175 0.0698 0.100 0.442 -0.148 -0.306
C 0.0714 3.0875 0.5983 0.099 0.131 0.058 0.368
S -0.3197 -4.5525 -1.9868 1.830 -2.972 -2.379 1.511
H -4.0877 -4.3870 5.2907 0.027 0.008 -0.347 0.427
H -0.8212 0.0682 -3.7039 0.059 -0.168 0.069 0.357
H 1.5156 0.7063 -3.2323 0.010 -0.103 0.022 0.344
H -1.6307 -2.2083 -3.1789 0.180 -0.031 0.066 0.383
H 2.2663 -3.2231 -1.6315 -0.154 0.074 -0.064 0.324
H -3.3084 -4.3602 0.8778 -0.090 -0.011 0.369 0.262
H -0.7322 4.2207 -1.4938 0.208 0.075 0.031 0.339
H 0.7937 1.6547 1.9887 0.022 -0.125 -0.113 0.214
H -2.3432 -5.0487 -1.0889 -0.228 -0.161 -0.502 0.316
H -0.8594 0.3988 3.5279 0.077 -0.166 0.100 0.253
H 0.1833 1.5622 4.3913 0.110 -0.194 0.149 0.339
H -1.5833 1.6055 4.6214 0.086 -0.014 -0.088 0.330
H -2.0280 1.9041 -2.8044 -0.052 0.033 0.049 0.292
H -3.1108 3.2053 -2.2649 -0.148 -0.088 -0.165 0.317
H -1.8358 3.5515 -3.4574 0.029 0.002 0.107 0.335
H 3.0918 -0.3296 -0.0655 0.027 0.094 -0.094 0.330
H 4.6027 0.3498 -0.7080 -0.106 0.046 0.033 0.404
H 3.0459 1.0556 -1.1789 0.027 -0.091 0.138 0.038
H 2.1966 4.7558 1.4026 0.049 0.236 -0.058 0.276
H 3.1404 4.6169 -0.0827 0.036 0.113 0.007 0.402
H 4.0885 -1.7241 -1.9242 -0.101 0.030 -0.109 0.376
H 3.9211 -0.3486 -3.0192 -0.027 -0.072 0.047 0.374
H 1.5437 3.0212 -1.0030 -0.124 0.009 -0.019 0.149
H 2.1514 2.4680 0.5458 -0.021 -0.184 0.054 0.445
H -0.3240 4.0855 0.7969 0.050 -0.024 0.141 0.409